# 1
3 unconnected molecules or ions with the total composition C4H12IO4. Source: the Open Molecules 2025 dataset; level of theory: ωB97M-V/def2-TZVPD.

The HOMO-LUMO gap comes out at 7.046 eV. The energy relative to the best compared isomer or geometry (same formula, charge and spin) is 0.917 eV. The maximum force is 1.6 eV Å⁻¹. The HOMO energy is -0.1391 hartree. As for the LUMO energy: 3.263 eV.

```
! RIJCOSX wB97M-V def2-TZVPD def2/J DEFGRID3
* xyz -1 1
I -0.245 -0.769 -2.663
C 4.021 0.048 0.200
C 3.086 1.211 -0.057
O 2.701 1.338 -1.430
O 3.321 -1.201 0.009
H 4.306 0.081 1.257
H 4.815 0.110 -0.544
H 3.475 2.194 0.227
H 2.149 1.078 0.505
H 2.068 0.616 -1.603
H 2.940 -1.436 0.857
C -2.906 0.359 0.821
C -3.808 -0.536 -0.004
O -3.765 -1.872 0.475
O -1.550 0.081 0.620
H -3.167 0.168 1.866
H -3.139 1.415 0.642
H -3.578 -0.453 -1.071
H -4.842 -0.169 0.129
H -4.507 -2.351 0.106
H -1.376 0.088 -0.343
*
```

Atom charges from the natural (NBO) analysis, given in e for atoms 1 to 8: -0.954, -0.097, -0.095, -0.745, -0.715, 0.151, 0.182, 0.163

=====

# 2
A single C6H5FN2S molecule. Source: the Open Molecules 2025 dataset; level of theory: ωB97M-V/def2-TZVPD.

The HOMO-LUMO gap (spin up / spin down) comes out at 6.825 / 6.831 eV. The energy relative to the best compared isomer or geometry (same formula, charge and spin) is 1.010 eV. The maximum force is 4.9 eV Å⁻¹. The SMILES is C=C(F)/C=C\N=C(\S)C#N. The HOMO energy (spin up / spin down) is -0.3074 / -0.3075 hartree. As for the LUMO energy (spin up / spin down): -1.539 / -1.538 eV.

```
! RIJCOSX wB97M-V def2-TZVPD def2/J DEFGRID3
* xyz 0 1
C 2.915 -0.917 0.232
C -1.311 -1.084 -0.216
C 0.052 -0.958 -0.259
C -2.217 -0.080 0.073
C -1.999 1.265 0.299
C 2.091 0.178 -0.098
N 3.540 -1.832 0.505
N 0.790 0.116 -0.146
F -3.450 -0.511 -0.050
S 2.875 1.720 -0.138
H -1.771 -1.969 -0.528
H 0.554 -1.866 -0.684
H -0.965 1.710 0.480
H -2.737 1.925 0.748
H 1.632 2.302 -0.220
*
```

Atom charges from the natural (NBO) analysis, given in e for atoms 1 to 8: 0.185, -0.256, 0.003, 0.362, -0.474, 0.020, -0.224, -0.428

=====

# 3
A molecular structure, C40H49BrIN8O4PV. Source: the Open Molecules 2025 dataset; level of theory: ωB97M-V/def2-TZVPD.

The HOMO-LUMO gap (spin up / spin down) comes out at 7.802 / 8.046 eV. The energy relative to the best compared isomer or geometry (same formula, charge and spin) is 0.214 eV. Its expectation value of S² is 0.769. The maximum force is 1.8 eV Å⁻¹. The HOMO energy (spin up / spin down) is -0.2918 / -0.2941 hartree. As for the LUMO energy (spin up / spin down): -0.137 / 0.042 eV.

```
! RIJCOSX wB97M-V def2-TZVPD def2/J DEFGRID3
* xyz 0 2
V 1.718 0.133 -0.969
O 2.820 -1.217 -1.582
C 3.111 -2.425 -1.138
C 3.457 -3.437 -2.037
C 3.803 -4.682 -1.556
C 3.854 -4.942 -0.181
C 3.543 -3.937 0.709
C 3.150 -2.676 0.247
C 3.007 -1.570 1.165
N 2.573 -0.428 0.787
N 2.861 0.671 1.603
C 2.992 1.700 0.821
O 2.797 1.674 -0.473
C 3.417 2.989 1.413
C 3.311 3.223 2.780
C 3.674 4.454 3.298
C 4.150 5.453 2.457
C 4.272 5.214 1.098
C 3.901 3.985 0.573
H 3.428 -3.221 -3.095
H 4.043 -5.471 -2.255
H 4.156 -5.915 0.176
H 3.599 -4.112 1.777
H 3.393 -1.657 2.183
H 2.943 2.435 3.421
H 3.590 4.636 4.360
H 4.420 6.417 2.864
H 4.648 5.987 0.442
H 3.980 3.784 -0.484
N 0.252 0.773 -0.266
P -1.144 1.394 0.179
N -1.491 0.855 1.699
C -0.402 0.624 2.664
C -0.948 -0.167 3.840
C -1.974 0.676 4.618
C -2.577 1.760 3.719
C -2.780 1.234 2.306
N -1.023 3.046 0.214
C -2.028 4.038 -0.190
C -2.022 5.217 0.774
C -0.667 5.942 0.756
C 0.480 4.948 0.507
C 0.078 3.581 1.026
N -2.484 1.098 -0.727
C -3.238 -0.162 -0.583
C -2.965 -1.172 -1.687
C -3.203 -0.556 -3.055
C -2.334 0.682 -3.195
C -2.595 1.680 -2.079
H 0.006 1.576 3.025
H 0.414 0.104 2.164
H -0.125 -0.474 4.486
H -1.413 -1.073 3.454
H -1.507 1.139 5.489
H -2.772 0.031 4.991
H -1.920 2.633 3.683
H -3.536 2.100 4.114
H -3.273 1.981 1.680
H -3.434 0.356 2.340
H -3.014 3.575 -0.215
H -1.816 4.414 -1.199
H -2.247 4.855 1.780
H -2.826 5.900 0.495
H -0.516 6.448 1.711
H -0.668 6.714 -0.014
H 1.399 5.279 0.996
H 0.693 4.859 -0.560
H -0.231 3.671 2.077
H 0.909 2.874 0.994
H -4.302 0.107 -0.584
H -3.003 -0.598 0.387
H -3.602 -2.044 -1.523
H -1.926 -1.505 -1.620
H -4.259 -0.282 -3.164
H -2.968 -1.274 -3.844
H -2.506 1.181 -4.151
H -1.282 0.403 -3.150
H -3.606 2.095 -2.172
H -1.887 2.499 -2.170
C -0.325 -4.215 -5.142
N 0.067 -2.929 -4.593
C 0.450 -1.918 -5.413
C 0.861 -0.732 -4.932
C 0.867 -0.580 -3.505
O 1.302 0.495 -2.954
N 0.444 -1.552 -2.713
C 0.059 -2.765 -3.192
O -0.279 -3.700 -2.491
H -0.825 -4.059 -6.097
H -0.999 -4.696 -4.438
H 0.542 -4.861 -5.287
H 0.403 -2.128 -6.475
H 1.156 0.078 -5.578
Br -3.678 -3.454 1.719
C -2.276 -4.705 1.413
C -2.564 -6.041 1.651
C -1.589 -7.002 1.448
C -0.328 -6.627 1.009
C -0.045 -5.292 0.772
C -1.018 -4.316 0.973
I -0.540 -2.368 0.541
H -3.551 -6.319 1.988
H -1.820 -8.042 1.627
H 0.436 -7.372 0.838
H 0.928 -4.998 0.407
*
```

Atom charges from the natural (NBO) analysis, given in e for atoms 1 to 8: 1.439, -0.675, 0.457, -0.272, -0.165, -0.267, -0.146, -0.233

=====

Question: Which of these has the highest energy relative to the best compared isomer or geometry (same formula, charge and spin)?
Answer: C6H5FN2S

=====

Question: Which formula does entry 1 have?
Answer: C4H12IO4